[1]
Below is a 2-piece molecular cluster, C14H30N4O4PS overall at a distorted geometry, with properties calculated with ωB97M-V with the def2-TZVPD basis set.

total charge = 0
energy above the lowest of the compared OMol25 structures with the same formula, charge and spin = 516.2 kJ/mol
multiplicity = 2
LUMO level (spin up / spin down) = 0.519 / -0.309 eV
expectation value of S² = 0.755

Last column: Mulliken charge in e.
Positions of all 54 atoms, in Å:
1 C -0.56 1.82 0.60  -0.9276
2 C 0.38 1.04 -0.49  1.0714
3 C 1.09 2.24 -1.42  -1.1860
4 C 1.62 0.17 0.14  -1.5343
5 C 1.17 -1.35 0.68  1.2091
6 C 2.09 -2.40 -0.16  -0.9800
7 C 2.27 -3.88 0.51  0.4019
8 N 3.58 -4.05 1.31  -0.4868
9 N 1.09 -4.38 1.31  -0.5848
10 N 2.42 -4.87 -0.67  -0.8748
11 P 1.55 -1.31 2.58  -0.0315
12 S 3.46 -1.14 2.97  -0.3493
13 C -0.45 -1.57 0.55  -1.7331
14 C -1.14 -0.95 -0.80  0.9293
15 C -1.19 -2.20 -1.91  -1.2286
16 C -2.70 -0.60 -0.46  -1.1974
17 N -0.36 0.16 -1.47  0.5457
18 O -1.17 0.92 -2.28  -0.5521
19 H -1.53 2.31 0.10  0.1053
20 H 0.07 2.76 0.99  0.4529
21 H -0.84 1.19 1.54  0.0728
22 H 1.46 1.84 -2.46  0.3953
23 H 1.92 2.77 -0.78  0.3233
24 H 0.25 3.05 -1.63  0.1682
25 H 2.21 0.72 1.01  0.4589
26 H 2.42 0.04 -0.74  0.2671
27 H 1.71 -2.44 -1.29  0.1273
28 H 3.19 -1.94 -0.24  0.3710
29 H 3.41 -4.71 2.13  0.2838
30 H 4.28 -4.58 0.72  0.3110
31 H 1.29 -4.27 2.33  0.2797
32 H 1.08 -5.44 1.18  0.3003
33 H 2.91 -4.37 -1.46  0.3197
34 H 1.44 -5.04 -1.03  0.2901
35 H 0.89 -2.36 3.31  0.1389
36 H 0.95 -0.06 3.05  0.1440
37 H -0.94 -0.99 1.47  0.4371
38 H -0.81 -2.68 0.64  0.5151
39 H -0.23 -2.25 -2.58  0.2838
40 H -1.47 -3.23 -1.41  0.2501
41 H -2.09 -1.93 -2.64  0.3572
42 H -3.33 -0.32 -1.42  0.2994
43 H -3.22 -1.59 -0.02  0.3078
44 H -2.83 0.21 0.37  0.2708
45 C -2.89 6.47 -0.24  -0.3721
46 C -2.77 5.26 -1.11  -0.3901
47 O -1.81 4.47 -0.43  -0.1932
48 C -1.83 4.85 0.88  0.6357
49 O -1.25 4.27 1.78  -0.5226
50 O -2.58 5.98 1.05  -0.3353
51 H -3.89 6.91 -0.26  0.3093
52 H -2.16 7.25 -0.50  0.2632
53 H -3.71 4.70 -1.17  0.2774
54 H -2.43 5.51 -2.12  0.3057

[2]
Below is C14H30O2 in the gas phase, with properties calculated with ωB97M-V with the def2-TZVPD basis set.

SMILES = CC(C)(CO)CCCCCCC(C)(C)CO
total charge = 0
energy above the lowest of the compared OMol25 structures with the same formula, charge and spin = 1.2 kJ/mol
multiplicity = 1
LUMO level = 0.715 eV

Last column: Mulliken charge in e.
Positions of all 46 atoms, in Å:
1 C 2.34 0.19 4.03  -2.0443
2 C 1.35 -0.96 3.87  2.3271
3 C 2.06 -2.30 4.12  -2.0591
4 C 0.21 -0.81 4.90  -1.1175
5 O 0.64 -0.84 6.24  -0.5252
6 C 0.69 -0.92 2.47  -1.2053
7 C 1.64 -1.12 1.30  -0.5321
8 C 0.91 -1.24 -0.04  -0.8334
9 C 0.20 0.04 -0.47  -0.5329
10 C -0.35 -0.07 -1.89  -0.5388
11 C -1.08 1.22 -2.30  -1.4432
12 C -1.62 1.24 -3.74  2.3878
13 C -0.51 1.00 -4.76  -2.0581
14 C -2.73 0.20 -3.92  -2.0152
15 C -2.20 2.65 -3.98  -1.1208
16 O -2.74 2.85 -5.26  -0.5229
17 H 1.84 1.15 3.92  0.3635
18 H 3.13 0.13 3.28  0.4477
19 H 2.82 0.15 5.01  0.5534
20 H 1.43 -3.13 3.82  0.3878
21 H 3.00 -2.35 3.58  0.4194
22 H 2.27 -2.40 5.18  0.4773
23 H -0.48 -1.65 4.80  0.4384
24 H -0.35 0.11 4.70  0.4139
25 H 1.23 -0.10 6.39  0.3477
26 H 0.18 0.03 2.36  0.3580
27 H -0.07 -1.71 2.43  0.4310
28 H 2.34 -0.28 1.23  0.2714
29 H 2.22 -2.03 1.45  0.3017
30 H 0.18 -2.05 0.02  0.3482
31 H 1.64 -1.51 -0.81  0.4011
32 H -0.62 0.26 0.22  0.2899
33 H 0.91 0.87 -0.42  0.2844
34 H -1.04 -0.91 -1.93  0.2684
35 H 0.47 -0.27 -2.58  0.3185
36 H -1.91 1.39 -1.61  0.4213
37 H -0.38 2.05 -2.18  0.4612
38 H -0.22 -0.05 -4.79  0.4094
39 H -0.86 1.28 -5.75  0.4832
40 H 0.36 1.60 -4.53  0.3865
41 H -3.09 0.19 -4.95  0.5421
42 H -2.36 -0.80 -3.70  0.4433
43 H -3.57 0.40 -3.25  0.3686
44 H -1.40 3.39 -3.89  0.4157
45 H -2.96 2.87 -3.20  0.4336
46 H -3.48 2.24 -5.37  0.3472

[3]
Below is a 2-piece molecular cluster, C14H30O3S overall, with properties calculated with ωB97M-V with the def2-TZVPD basis set.

SMILES = CCCC[C@@H]1CCS(=O)(=O)OC1.CCCCCC
total charge = 0
multiplicity = 1
LUMO level = 0.712 eV

Last column: Mulliken charge in e.
Positions of all 48 atoms, in Å:
1 C 2.78 -0.29 2.25  -1.2395
2 C 1.66 -0.95 3.04  -0.3837
3 C 0.72 -1.77 2.14  0.0746
4 C -0.76 -1.75 2.52  -1.2525
5 C -1.40 -0.34 2.48  0.3258
6 C -2.65 -0.24 3.36  -0.6583
7 C -2.95 1.25 3.58  -0.8536
8 S -2.71 2.20 2.07  1.2767
9 O -3.88 2.99 1.82  -0.6588
10 O -1.44 2.85 2.18  -0.6372
11 O -2.66 1.13 0.91  -0.3645
12 C -1.85 -0.06 1.07  -0.8454
13 H 2.41 0.16 1.33  0.2636
14 H 3.30 0.47 2.84  0.3614
15 H 3.53 -1.04 1.99  0.3399
16 H 1.12 -0.21 3.63  0.3465
17 H 2.12 -1.63 3.77  0.4014
18 H 1.05 -2.81 2.19  0.4696
19 H 0.85 -1.48 1.09  -0.4103
20 H -1.29 -2.37 1.79  0.3707
21 H -0.93 -2.21 3.49  0.3361
22 H -0.65 0.37 2.81  0.4734
23 H -2.52 -0.74 4.31  0.4121
24 H -3.49 -0.67 2.81  0.3044
25 H -2.18 1.65 4.24  0.3868
26 H -3.95 1.44 3.96  0.4554
27 H -1.01 -0.04 0.37  0.2778
28 H -2.49 -0.89 0.76  0.4334
29 C 2.30 -1.34 -2.17  -1.4068
30 C 0.94 -0.65 -2.14  0.3348
31 C 0.21 -0.66 -3.48  -1.0120
32 C 0.94 0.06 -4.61  -0.7897
33 C 1.25 1.53 -4.33  -0.3480
34 C 0.01 2.39 -4.11  -1.1275
35 H 2.99 -0.84 -2.85  0.3745
36 H 2.76 -1.34 -1.18  0.3517
37 H 2.20 -2.38 -2.49  0.3095
38 H 1.07 0.38 -1.79  0.2794
39 H 0.31 -1.15 -1.39  0.0393
40 H -0.78 -0.23 -3.34  0.3362
41 H 0.05 -1.70 -3.78  0.4340
42 H 0.32 -0.01 -5.51  0.3929
43 H 1.87 -0.47 -4.85  0.3108
44 H 1.81 1.93 -5.18  0.3746
45 H 1.92 1.61 -3.47  0.2471
46 H -0.66 2.34 -4.97  0.2959
47 H 0.28 3.43 -3.96  0.3744
48 H -0.55 2.07 -3.23  0.2234

[4]
Below is C14H31BiGeNO5S3Sb as an isolated structure at a distorted geometry, with properties calculated with ωB97M-V with the def2-TZVPD basis set.

total charge = 0
energy above the lowest of the compared OMol25 structures with the same formula, charge and spin = 54.9 kJ/mol
multiplicity = 1
LUMO level = -0.522 eV

Last column: Mulliken charge in e.
Positions of all 57 atoms, in Å:
1 Bi -3.04 -16.07 0.26  1.5172
2 C -3.52 -14.56 -3.34  -1.8961
3 C -4.43 -14.24 -2.16  1.9101
4 C -5.05 -12.89 -2.35  -2.1863
5 C -5.58 -15.27 -2.15  -1.7353
6 O -3.62 -14.29 -0.94  0.0516
7 Ge -3.35 -12.61 0.24  -0.3103
8 O -3.45 -13.86 1.69  -0.3604
9 C -4.39 -13.76 2.72  1.6441
10 C -4.99 -15.15 3.05  -1.8246
11 C -3.68 -13.23 3.96  -1.4725
12 C -5.54 -12.87 2.35  -1.9465
13 O -1.54 -12.80 0.34  0.1636
14 C -0.58 -11.71 0.74  1.6074
15 C -0.52 -11.65 2.28  -1.5052
16 C -0.95 -10.37 0.17  -1.8261
17 C 0.73 -12.19 0.16  -1.6252
18 H -4.15 -14.38 -4.22  0.5075
19 H -3.14 -15.54 -3.39  0.3479
20 H -2.67 -13.87 -3.27  0.3476
21 H -5.78 -12.93 -3.19  0.4734
22 H -4.30 -12.15 -2.62  0.4487
23 H -5.61 -12.52 -1.55  0.5379
24 H -6.24 -15.23 -3.03  0.4121
25 H -6.23 -14.99 -1.32  0.4033
26 H -5.23 -16.29 -1.92  0.3057
27 H -4.24 -15.81 3.48  0.3368
28 H -5.33 -15.60 2.13  0.3787
29 H -5.80 -15.14 3.73  0.5017
30 H -2.96 -13.98 4.28  0.3041
31 H -4.46 -13.10 4.73  0.4376
32 H -3.20 -12.24 3.79  0.1530
33 H -5.95 -13.15 1.37  0.3427
34 H -5.19 -11.78 2.24  0.3335
35 H -6.26 -12.99 3.08  0.6030
36 H -1.30 -11.07 2.74  0.3255
37 H 0.49 -11.20 2.54  0.3638
38 H -0.53 -12.64 2.71  0.3079
39 H -1.89 -9.99 0.58  0.4165
40 H -1.06 -10.29 -0.89  0.3679
41 H -0.09 -9.74 0.48  0.4190
42 H 1.11 -12.99 0.81  0.3804
43 H 1.48 -11.45 0.22  0.5745
44 H 0.58 -12.56 -0.88  0.2013
45 S 2.03 -16.44 0.93  -0.5889
46 Sb 0.91 -17.79 2.25  0.4983
47 S -1.23 -16.72 2.89  -0.2586
48 S -1.49 -18.29 1.43  -0.3901
49 N -0.98 -15.27 -0.15  0.6671
50 C -0.64 -15.43 -1.56  0.1937
51 C -1.36 -16.59 -2.17  0.3676
52 O -0.99 -17.07 -3.19  -0.6149
53 O -2.49 -16.97 -1.54  -0.7225
54 H -0.95 -14.29 0.17  -0.0178
55 H -0.38 -15.79 0.45  -0.1887
56 H 0.41 -15.61 -1.85  0.4604
57 H -1.03 -14.52 -2.07  -0.1430

What did the fourth record say?
Below is C14H31BiGeNO5S3Sb as an isolated structure at a distorted geometry, with properties calculated with ωB97M-V with the def2-TZVPD basis set.

total charge = 0
energy above the lowest of the compared OMol25 structures with the same formula, charge and spin = 54.9 kJ/mol
multiplicity = 1
LUMO level = -0.522 eV

Last column: Mulliken charge in e.
Positions of all 57 atoms, in Å:
1 Bi -3.04 -16.07 0.26  1.5172
2 C -3.52 -14.56 -3.34  -1.8961
3 C -4.43 -14.24 -2.16  1.9101
4 C -5.05 -12.89 -2.35  -2.1863
5 C -5.58 -15.27 -2.15  -1.7353
6 O -3.62 -14.29 -0.94  0.0516
7 Ge -3.35 -12.61 0.24  -0.3103
8 O -3.45 -13.86 1.69  -0.3604
9 C -4.39 -13.76 2.72  1.6441
10 C -4.99 -15.15 3.05  -1.8246
11 C -3.68 -13.23 3.96  -1.4725
12 C -5.54 -12.87 2.35  -1.9465
13 O -1.54 -12.80 0.34  0.1636
14 C -0.58 -11.71 0.74  1.6074
15 C -0.52 -11.65 2.28  -1.5052
16 C -0.95 -10.37 0.17  -1.8261
17 C 0.73 -12.19 0.16  -1.6252
18 H -4.15 -14.38 -4.22  0.5075
19 H -3.14 -15.54 -3.39  0.3479
20 H -2.67 -13.87 -3.27  0.3476
21 H -5.78 -12.93 -3.19  0.4734
22 H -4.30 -12.15 -2.62  0.4487
23 H -5.61 -12.52 -1.55  0.5379
24 H -6.24 -15.23 -3.03  0.4121
25 H -6.23 -14.99 -1.32  0.4033
26 H -5.23 -16.29 -1.92  0.3057
27 H -4.24 -15.81 3.48  0.3368
28 H -5.33 -15.60 2.13  0.3787
29 H -5.80 -15.14 3.73  0.5017
30 H -2.96 -13.98 4.28  0.3041
31 H -4.46 -13.10 4.73  0.4376
32 H -3.20 -12.24 3.79  0.1530
33 H -5.95 -13.15 1.37  0.3427
34 H -5.19 -11.78 2.24  0.3335
35 H -6.26 -12.99 3.08  0.6030
36 H -1.30 -11.07 2.74  0.3255
37 H 0.49 -11.20 2.54  0.3638
38 H -0.53 -12.64 2.71  0.3079
39 H -1.89 -9.99 0.58  0.4165
40 H -1.06 -10.29 -0.89  0.3679
41 H -0.09 -9.74 0.48  0.4190
42 H 1.11 -12.99 0.81  0.3804
43 H 1.48 -11.45 0.22  0.5745
44 H 0.58 -12.56 -0.88  0.2013
45 S 2.03 -16.44 0.93  -0.5889
46 Sb 0.91 -17.79 2.25  0.4983
47 S -1.23 -16.72 2.89  -0.2586
48 S -1.49 -18.29 1.43  -0.3901
49 N -0.98 -15.27 -0.15  0.6671
50 C -0.64 -15.43 -1.56  0.1937
51 C -1.36 -16.59 -2.17  0.3676
52 O -0.99 -17.07 -3.19  -0.6149
53 O -2.49 -16.97 -1.54  -0.7225
54 H -0.95 -14.29 0.17  -0.0178
55 H -0.38 -15.79 0.45  -0.1887
56 H 0.41 -15.61 -1.85  0.4604
57 H -1.03 -14.52 -2.07  -0.1430

Repeat the second record exactly.
Below is C14H30O2 in the gas phase, with properties calculated with ωB97M-V with the def2-TZVPD basis set.

SMILES = CC(C)(CO)CCCCCCC(C)(C)CO
total charge = 0
energy above the lowest of the compared OMol25 structures with the same formula, charge and spin = 1.2 kJ/mol
multiplicity = 1
LUMO level = 0.715 eV

Last column: Mulliken charge in e.
Positions of all 46 atoms, in Å:
1 C 2.34 0.19 4.03  -2.0443
2 C 1.35 -0.96 3.87  2.3271
3 C 2.06 -2.30 4.12  -2.0591
4 C 0.21 -0.81 4.90  -1.1175
5 O 0.64 -0.84 6.24  -0.5252
6 C 0.69 -0.92 2.47  -1.2053
7 C 1.64 -1.12 1.30  -0.5321
8 C 0.91 -1.24 -0.04  -0.8334
9 C 0.20 0.04 -0.47  -0.5329
10 C -0.35 -0.07 -1.89  -0.5388
11 C -1.08 1.22 -2.30  -1.4432
12 C -1.62 1.24 -3.74  2.3878
13 C -0.51 1.00 -4.76  -2.0581
14 C -2.73 0.20 -3.92  -2.0152
15 C -2.20 2.65 -3.98  -1.1208
16 O -2.74 2.85 -5.26  -0.5229
17 H 1.84 1.15 3.92  0.3635
18 H 3.13 0.13 3.28  0.4477
19 H 2.82 0.15 5.01  0.5534
20 H 1.43 -3.13 3.82  0.3878
21 H 3.00 -2.35 3.58  0.4194
22 H 2.27 -2.40 5.18  0.4773
23 H -0.48 -1.65 4.80  0.4384
24 H -0.35 0.11 4.70  0.4139
25 H 1.23 -0.10 6.39  0.3477
26 H 0.18 0.03 2.36  0.3580
27 H -0.07 -1.71 2.43  0.4310
28 H 2.34 -0.28 1.23  0.2714
29 H 2.22 -2.03 1.45  0.3017
30 H 0.18 -2.05 0.02  0.3482
31 H 1.64 -1.51 -0.81  0.4011
32 H -0.62 0.26 0.22  0.2899
33 H 0.91 0.87 -0.42  0.2844
34 H -1.04 -0.91 -1.93  0.2684
35 H 0.47 -0.27 -2.58  0.3185
36 H -1.91 1.39 -1.61  0.4213
37 H -0.38 2.05 -2.18  0.4612
38 H -0.22 -0.05 -4.79  0.4094
39 H -0.86 1.28 -5.75  0.4832
40 H 0.36 1.60 -4.53  0.3865
41 H -3.09 0.19 -4.95  0.5421
42 H -2.36 -0.80 -3.70  0.4433
43 H -3.57 0.40 -3.25  0.3686
44 H -1.40 3.39 -3.89  0.4157
45 H -2.96 2.87 -3.20  0.4336
46 H -3.48 2.24 -5.37  0.3472

- Number 3 is which compound?
  C14H30O3S

- What is the multiplicity in the fourth record?
  1